Molecular formula: C40H45AsFIrN2O7P3
Method: DFT, ωB97M-V with the def2-TZVPD basis set

The LUMO energy (spin up / spin down) comes out at -8.15 / -8.14 eV. Its relative energy (zero: lowest compared OMol25 entry of this formula, charge and spin) is 0.742 eV. As for the HOMO-LUMO gap (spin up / spin down): 3.7 / 3.7 eV. As for the charge: +2. Its spin multiplicity is 2. Its electronic energy is -153775.2224 eV.

Geometry (Å):
H1 1.519 -1.627 -5.506
C1 2.606 2.543 2.843
H2 2.532 -1.273 -1.373
H3 0.209 5.760 0.694
H4 2.806 1.378 4.634
C2 -1.518 -1.348 0.195
C3 2.405 -5.288 0.803
H5 0.799 8.886 -3.167
O1 4.458 1.986 0.968
O2 0.080 1.381 2.653
P1 2.967 2.465 1.061
H6 2.178 -0.805 0.715
H7 -2.185 5.082 -0.229
C4 0.508 5.918 -1.466
C5 1.176 -1.140 0.987
H8 -2.681 0.210 -0.795
H9 -1.643 -2.545 -1.595
C6 0.329 6.449 -0.137
O3 3.141 3.731 3.423
H10 2.147 4.359 0.486
H11 -4.690 -3.248 1.316
C7 -2.548 4.462 0.593
C8 2.058 -6.592 0.459
C9 -3.803 -2.713 1.002
C10 3.680 -6.139 2.666
H12 0.197 8.228 1.049
H13 0.976 3.984 4.611
C11 0.696 6.831 -2.567
C12 0.490 -0.807 -1.874
As1 1.828 -3.782 -0.296
C13 -1.993 -5.557 -0.605
C14 -5.409 0.582 -1.114
C15 1.095 -2.654 1.164
H14 0.672 4.180 -2.678
O4 0.443 3.683 1.736
H15 -2.706 -6.017 0.067
C16 -0.798 -5.061 -0.106
H16 1.439 -6.781 -0.409
H17 0.280 3.859 -0.882
H18 -3.647 -1.580 2.825
C17 0.675 8.174 -2.364
C18 -3.054 3.163 0.073
C19 -4.332 1.511 -0.676
C20 -0.423 -0.644 -2.921
H19 -1.427 -0.285 -2.721
H20 -6.355 1.112 -1.181
H21 0.058 -2.952 1.320
H22 -0.586 -5.145 0.953
H23 0.924 -0.655 1.932
C21 3.134 1.334 3.596
Ir1 -0.243 1.875 0.418
H24 -1.634 -0.358 2.110
C22 2.504 -7.658 1.227
C23 -0.138 -4.411 -2.325
F1 0.467 9.922 -0.847
H25 -0.769 -0.815 -5.026
P2 -0.015 -0.404 -0.197
P3 0.771 2.697 2.879
C24 1.235 -1.380 -4.492
H26 -5.184 0.149 -2.089
O5 2.012 1.613 0.275
H27 -5.517 -0.235 -0.399
C25 0.323 7.792 0.068
H28 3.165 -1.833 -3.674
C26 -2.094 -2.300 -0.642
C27 3.309 -7.434 2.334
H29 3.560 -4.068 2.152
C28 3.235 -5.072 1.899
C29 -3.218 -1.778 1.851
H30 -3.677 -3.719 -0.889
H31 0.842 6.431 -3.562
O6 3.035 3.977 0.573
C30 -2.265 -5.476 -1.967
H32 1.646 -2.920 2.066
N1 -2.242 2.121 -0.174
N2 -3.050 1.133 -0.617
H33 -1.545 -4.850 -3.887
C31 0.492 4.581 -1.687
H34 4.870 2.003 0.096
H35 4.223 1.338 3.572
H36 -5.238 3.450 -0.155
C32 -4.368 2.823 -0.243
H37 3.660 -8.267 2.928
C33 0.138 -4.485 -0.966
C34 -3.241 -2.974 -0.237
H38 0.589 -3.971 -2.999
C35 -1.340 -4.902 -2.826
C36 1.793 -1.203 -2.159
C37 -0.055 -0.935 -4.222
H39 -3.193 -5.874 -2.357
H40 3.241 4.424 2.758
C38 0.487 8.635 -1.048
H41 2.765 0.412 3.147
C39 -2.084 -1.094 1.452
O7 0.428 3.248 4.311
H42 4.320 -5.961 3.520
H43 2.221 -8.668 0.959
H44 -1.737 4.305 1.305
C40 2.157 -1.502 -3.465
H45 -3.350 5.004 1.088